No. 1
41
Properties=species:S:1:pos:R:3:nbo_charge:R:1 method="wB97M-V/def2-TZVPD" charge=0 orbital_gap_ev=10.099
Be -1.00 -1.90 -0.32 1.73
C -1.25 1.49 -2.89 0.99
O -1.72 1.05 -1.72 -0.71
O -0.13 1.54 -3.22 -0.61
O -2.31 1.87 -3.69 -0.69
C 1.26 -1.71 -1.88 -0.21
O 0.15 -1.48 -1.15 -1.13
H 2.11 -1.65 -1.18 0.15
H 1.12 -2.70 -2.23 0.15
H 1.56 -1.15 -2.75 0.18
H -0.97 0.74 -1.16 0.52
C -1.90 -0.79 1.62 -0.25
O -2.15 -1.67 0.59 -1.08
H -2.83 -0.21 1.89 0.17
H -1.47 -1.24 2.58 0.16
H -1.26 0.03 1.32 0.13
H -3.19 1.61 -3.22 0.50
C 2.85 3.30 -0.80 -0.25
O 2.70 2.80 -2.08 -0.72
H 3.92 3.51 -0.86 0.17
H 2.40 4.27 -0.62 0.16
H 2.71 2.65 0.05 0.15
H 1.87 2.38 -2.21 0.48
C 2.07 -0.84 2.51 -0.25
O 2.23 -2.02 1.79 -0.72
H 2.10 -1.11 3.56 0.16
H 2.92 -0.18 2.36 0.17
H 1.06 -0.43 2.31 0.17
H 3.17 -1.99 1.53 0.47
C -1.37 3.56 0.89 -0.25
O -0.04 3.45 1.30 -0.74
H -1.98 2.66 1.03 0.17
H -1.75 4.31 1.62 0.17
H -1.31 3.98 -0.14 0.18
H 0.27 2.62 1.54 0.47
C -1.94 -4.49 0.77 -0.26
O -1.02 -3.90 -0.08 -0.78
H -2.76 -3.77 0.84 0.23
H -2.38 -5.46 0.45 0.17
H -1.52 -4.66 1.76 0.17
H -0.22 -4.46 -0.11 0.50

=====

No. 2
100
Properties=species:S:1:pos:R:3:lowdin_charge:R:1 method="wB97M-V/def2-TZVPD" charge=-2 orbital_gap_ev=6.741
Pb -0.82 1.69 -1.12 1.50
O -6.21 -0.20 2.24 0.05
C -5.28 0.17 1.30 -0.29
C -4.91 1.49 1.13 0.05
C -3.94 1.78 0.18 -0.18
N -3.34 0.83 -0.54 0.09
C -3.77 -0.43 -0.43 -0.19
C -4.75 -0.81 0.47 0.05
C -3.22 -1.49 -1.42 -0.67
O -3.84 -2.57 -1.46 -0.03
O -2.25 -1.12 -2.11 -0.11
C -3.62 3.23 -0.20 -0.63
O -4.36 4.10 0.27 0.01
O -2.66 3.38 -1.02 -0.17
H -6.48 0.59 2.71 0.10
H -5.33 2.30 1.71 0.12
H -5.06 -1.84 0.52 0.13
C 6.62 1.79 -0.22 -0.07
C 5.22 1.83 0.35 -0.29
C 4.98 1.55 1.69 -0.05
C 3.69 1.54 2.20 -0.07
C 2.62 1.81 1.36 -0.24
C 2.84 2.10 0.02 -0.04
C 4.14 2.12 -0.47 -0.03
S 0.98 1.64 2.07 0.53
O 0.80 0.21 2.17 -0.33
O 1.08 2.33 3.35 -0.34
N -0.14 2.26 1.14 -0.33
C -0.20 3.75 1.19 -0.20
C 0.46 4.43 -0.02 -0.69
O 1.00 5.53 0.15 -0.01
O 0.36 3.80 -1.14 -0.23
H 7.37 1.96 0.56 0.07
H 6.75 2.54 -1.00 0.07
H 6.82 0.81 -0.66 0.07
H 5.82 1.33 2.35 0.10
H 3.51 1.34 3.25 0.10
H 2.01 2.34 -0.64 0.07
H 4.30 2.37 -1.52 0.12
H 0.25 4.12 2.10 0.10
H -1.25 4.05 1.18 0.11
C -2.87 3.62 -4.21 -0.03
N -3.17 2.20 -4.20 -0.07
C -2.26 1.22 -4.45 -0.80
Se -0.67 1.44 -5.32 0.57
N -2.83 0.03 -4.10 0.11
C -4.10 0.27 -3.58 -0.18
C -5.07 -0.60 -3.12 -0.02
C -6.29 -0.05 -2.76 -0.08
C -6.52 1.32 -2.85 -0.10
C -5.53 2.20 -3.30 -0.01
C -4.32 1.64 -3.67 -0.16
H -2.10 3.81 -4.95 0.04
H -2.52 3.94 -3.23 0.08
H -3.77 4.17 -4.48 0.09
H -2.25 -0.69 -3.68 0.10
H -4.86 -1.66 -3.00 0.11
H -7.08 -0.69 -2.39 0.10
H -7.49 1.73 -2.56 0.09
H -5.70 3.26 -3.33 0.11
C 1.67 -1.22 6.35 -0.05
C 2.23 -2.12 5.28 -0.27
C 2.59 -1.61 4.04 -0.02
C 3.06 -2.44 3.02 0.00
C 3.14 -3.81 3.22 -0.26
N 3.57 -4.72 2.23 0.13
C 3.59 -4.70 0.85 -0.54
O 4.35 -5.45 0.25 0.02
N 2.76 -3.86 0.15 0.14
C 1.53 -3.23 0.46 -0.23
C 0.61 -3.72 1.36 -0.02
C -0.56 -3.00 1.57 -0.03
C -0.76 -1.83 0.86 -0.14
N 0.10 -1.38 -0.05 0.09
C 1.22 -2.06 -0.23 -0.08
C 2.83 -4.32 4.48 -0.04
C 2.38 -3.49 5.49 -0.06
H 1.71 -0.18 6.04 0.08
H 2.24 -1.33 7.28 0.07
H 0.63 -1.47 6.57 0.08
H 2.47 -0.56 3.83 0.08
H 3.35 -1.99 2.08 0.12
H 4.06 -5.53 2.57 0.14
H 3.05 -3.80 -0.81 0.14
H 0.79 -4.64 1.90 0.12
H -1.29 -3.34 2.28 0.11
H -1.65 -1.23 1.02 0.11
H 1.94 -1.65 -0.94 0.11
H 2.92 -5.39 4.65 0.10
H 2.13 -3.91 6.46 0.11
C 3.50 -0.41 -3.53 -0.02
C 2.02 -0.29 -3.17 -0.52
C 1.13 -1.44 -3.56 -0.04
O 1.63 0.71 -2.61 -0.04
H 3.72 -1.34 -4.05 0.07
H 4.09 -0.34 -2.62 0.08
H 3.77 0.43 -4.17 0.09
H 1.66 -2.39 -3.48 0.08
H 0.86 -1.28 -4.61 0.07
H 0.22 -1.45 -2.96 0.07

=====

No. 3
118
Properties=species:S:1:pos:R:3:lowdin_charge:R:1 method="wB97M-V/def2-TZVPD" charge=+2 s_squared=3.816 multiplicity=4 orbital_gap_ev="5.756 / 6.308"
Cr 0.64 1.79 0.67 1.06
Cs -0.05 -4.66 1.84 1.03
Cs -3.04 -2.26 1.90 0.97
P 0.22 -0.37 1.43 0.16
O -0.14 -1.81 1.91 -0.66
O 0.16 0.90 2.32 -0.35
O -0.66 0.46 0.43 -0.37
O 1.49 0.09 0.71 -0.34
C 4.36 0.69 2.51 -0.08
C 4.75 -0.05 1.28 -0.28
N 5.87 -1.00 1.42 -0.16
C 5.84 -1.98 0.31 -0.23
C 6.08 -1.34 -1.05 -0.08
C 7.16 -0.34 1.66 -0.24
C 8.24 -1.38 2.00 -0.08
H 4.33 -0.01 3.35 0.09
H 3.38 1.17 2.47 0.05
H 5.04 1.50 2.78 0.08
H 3.83 -0.53 0.94 0.08
H 4.95 0.64 0.46 0.09
H 6.63 -2.71 0.49 0.10
H 4.95 -2.60 0.34 0.08
H 7.04 -0.83 -1.13 0.08
H 6.06 -2.10 -1.83 0.07
H 5.31 -0.61 -1.34 0.05
H 7.14 0.34 2.50 0.11
H 7.43 0.31 0.83 0.11
H 9.22 -0.89 2.10 0.08
H 8.34 -2.21 1.29 0.06
H 8.06 -1.80 2.98 0.08
C -1.33 3.40 -0.53 -0.06
C -0.07 3.54 -1.40 -0.21
N 0.79 2.32 -1.37 -0.24
C 2.02 2.71 -2.05 -0.22
C 3.19 1.91 -1.46 -0.06
C 0.08 1.37 -2.31 -0.21
C 0.83 0.08 -2.56 -0.05
H -1.84 4.36 -0.55 0.10
H -1.20 3.16 0.52 0.05
H -2.01 2.63 -0.91 0.06
H -0.21 3.88 -2.42 0.14
H 0.39 4.40 -0.92 0.12
H 1.92 2.65 -3.14 0.14
H 2.29 3.75 -1.89 0.13
H 3.27 1.99 -0.37 0.06
H 3.17 0.84 -1.69 0.06
H 4.12 2.19 -1.95 0.10
H -0.18 1.88 -3.24 0.14
H -0.86 1.16 -1.80 0.08
H 1.09 -0.41 -1.63 0.05
H 1.76 0.22 -3.12 0.09
H 0.15 -0.61 -3.07 0.09
C -6.75 -0.94 0.95 -0.07
C -5.78 -0.09 0.12 -0.26
N -4.64 -0.82 -0.44 -0.26
C -3.62 0.16 -0.89 -0.27
C -3.98 0.99 -2.14 -0.05
C -5.08 -1.91 -1.34 -0.23
C -3.86 -2.61 -2.01 -0.08
H -6.25 -1.53 1.73 0.05
H -7.33 -1.63 0.35 0.08
H -7.41 -0.27 1.50 0.09
H -6.28 0.41 -0.70 0.12
H -5.41 0.69 0.79 0.11
H -3.37 0.78 -0.04 0.08
H -2.68 -0.37 -1.05 0.08
H -4.76 1.72 -1.93 0.08
H -3.12 1.46 -2.62 0.06
H -4.36 0.32 -2.92 0.08
H -5.73 -1.64 -2.17 0.12
H -5.57 -2.70 -0.77 0.11
H -4.08 -3.20 -2.91 0.08
H -3.38 -3.25 -1.27 0.04
H -3.15 -1.90 -2.43 0.07
C -0.97 -4.79 -3.09 -0.05
C -0.69 -4.84 -1.56 -0.26
N 0.77 -4.64 -1.24 -0.25
C 1.13 -3.20 -1.26 -0.26
C 2.57 -2.95 -0.76 -0.07
C 1.73 -5.50 -1.95 -0.25
C 1.49 -7.01 -1.82 -0.06
H -0.76 -5.73 -3.61 0.08
H -0.43 -3.97 -3.55 0.08
H -2.02 -4.60 -3.31 0.06
H -1.23 -4.01 -1.12 0.06
H -1.15 -5.73 -1.12 0.10
H 0.45 -2.69 -0.58 0.07
H 1.00 -2.71 -2.23 0.10
H 3.37 -3.18 -1.47 0.08
H 2.70 -3.50 0.17 0.07
H 2.72 -1.90 -0.50 0.05
H 1.81 -5.17 -2.99 0.12
H 2.73 -5.36 -1.56 0.11
H 0.56 -7.24 -2.34 0.06
H 2.27 -7.61 -2.29 0.09
H 1.46 -7.27 -0.76 0.07
C -3.08 1.71 3.13 -0.08
C -2.36 3.04 3.52 -0.20
N -2.37 4.11 2.48 -0.21
C -1.66 5.27 2.99 -0.26
C -1.46 6.32 1.91 -0.07
C -3.72 4.40 2.02 -0.26
C -4.70 4.92 3.08 -0.07
H -2.78 0.91 3.80 0.07
H -2.88 1.34 2.12 0.04
H -4.15 1.85 3.26 0.07
H -2.84 3.45 4.40 0.11
H -1.33 2.69 3.64 0.10
H -2.14 5.58 3.92 0.11
H -0.67 4.96 3.32 0.12
H -0.79 7.06 2.35 0.08
H -0.96 5.90 1.04 0.05
H -2.36 6.78 1.48 0.07
H -4.20 3.53 1.59 0.10
H -3.70 5.16 1.23 0.10
H -4.79 4.21 3.91 0.06
H -5.67 5.09 2.60 0.08
H -4.36 5.80 3.63 0.07

=====

No. 4
20
Properties=species:S:1:pos:R:3:nbo_charge:R:1 method="wB97M-V/def2-TZVPD" charge=-1 orbital_gap_ev=7.314
C 0.40 0.38 1.49 -0.50
N -0.68 0.18 0.58 -0.68
C -0.24 0.20 -0.96 -0.08
C 0.87 1.20 -1.54 -0.07
O 2.10 1.02 -0.90 -0.91
C 0.12 -1.12 -1.31 -0.16
O 1.52 -1.37 -0.91 -0.90
H 0.85 -0.34 2.23 0.18
H 1.25 0.58 0.80 0.29
H 0.00 1.18 2.16 0.14
H -1.09 -0.87 0.68 0.35
H -1.19 0.68 -1.40 0.17
H 1.04 0.82 -2.49 0.16
H 0.52 2.11 -1.30 0.15
H 2.18 -0.35 -0.84 0.51
H -0.24 -2.08 -1.20 0.19
H 0.33 -1.21 -2.40 0.15
H -1.90 -0.04 2.50 0.49
H -3.24 -0.32 2.10 0.46
O -2.60 -0.66 2.72 -0.94

=====

No. 5
15
Properties=species:S:1:pos:R:3:nbo_charge:R:1 method="wB97M-V/def2-TZVPD" charge=-1 orbital_gap_ev=9.566
N 1.86 0.76 -1.38 -1.20
N -0.13 2.50 -1.35 -1.33
N -1.03 -1.92 1.51 -1.19
O 1.24 -1.46 0.17 -1.15
O 2.04 2.80 0.29 -1.05
O -1.06 -0.33 -0.47 -1.02
O 0.20 0.43 1.52 -1.15
P 1.14 2.04 -0.59 2.24
P 0.01 -0.79 0.71 2.42
H 1.67 -0.10 -0.66 0.45
H 1.21 0.63 -2.10 0.37
H -0.61 0.35 -0.98 0.49
H -0.64 3.29 -0.91 0.39
H -1.48 -2.73 1.02 0.39
H -0.30 -2.29 2.08 0.36

=====

No. 6
14
Properties=species:S:1:pos:R:3:nbo_charge:R:1 method="wB97M-V/def2-TZVPD" charge=0 orbital_gap_ev=10.368
C 1.56 0.38 -0.07 -0.62
C 0.20 -0.31 0.14 0.23
O 0.47 -1.13 1.26 -0.71
C -1.02 -0.88 -0.62 -0.09
O -1.37 0.36 -1.19 -0.52
C -0.71 1.02 -0.12 -0.10
H 1.74 0.76 -1.07 0.22
H 2.38 -0.19 0.35 0.22
H 1.46 1.28 0.57 0.21
H -0.31 -1.63 1.53 0.47
H -1.71 -1.04 0.24 0.14
H -1.14 -1.75 -1.27 0.19
H -1.33 1.27 0.73 0.17
H -0.22 1.92 -0.53 0.19

=====

| no. | DFT total energy (eV) |
| --- | --- |
| 1 | -26476.9523 |
| 2 | -156502.3170 |
| 3 | -86762.4404 |
| 4 | -11971.7767 |
| 5 | -31341.1485 |
| 6 | -8369.7137 |